(1)
58
Properties=species:S:1:pos:R:3 method="wB97M-V/def2-TZVPD" e_tot_ev=-79945.9073 multiplicity=3 charge=0 homo_lumo_gap_ev="7.55 / 7.56" e_lumo_ev="0.435 / 0.436"
O -0.85 2.09 -3.88
C 0.24 2.68 -4.73
C -0.48 4.06 -4.51
H 0.23 2.36 -5.84
H 1.26 2.47 -4.28
C -1.75 3.27 -3.94
H -0.49 4.71 -5.38
H -0.10 4.72 -3.73
C -2.66 2.66 -5.07
H -2.15 1.80 -5.59
H -3.08 3.34 -5.83
H -3.50 2.14 -4.59
C -2.33 3.62 -2.51
H -1.55 4.11 -1.88
H -2.68 2.73 -1.92
H -3.13 4.38 -2.40
Tm 0.62 -1.43 -1.28
C 1.30 0.50 0.55
C 2.37 -0.39 0.28
C 2.89 -0.07 -1.02
H 2.79 -1.09 0.99
C 2.13 1.04 -1.52
C 1.11 1.34 -0.58
H 0.43 2.19 -0.67
H 0.85 0.59 1.54
H 3.81 -0.46 -1.42
H 2.39 1.66 -2.37
C -0.89 -1.28 0.85
C -1.41 -0.06 0.32
C -2.02 -0.33 -0.94
H -1.43 0.89 0.83
C -1.96 -1.75 -1.15
C -1.26 -2.33 -0.02
H -1.11 -3.39 0.14
H -0.36 -1.39 1.80
H -2.56 0.39 -1.55
H -2.48 -2.31 -1.91
O 0.81 -2.49 -4.23
C 0.23 -1.94 -5.45
C 0.78 -2.71 -6.67
H 0.46 -0.86 -5.56
H -0.87 -2.11 -5.43
C 1.81 -3.69 -6.11
H 1.16 -2.10 -7.50
H -0.03 -3.29 -7.13
C 1.65 -3.69 -4.58
H 2.82 -3.36 -6.41
H 1.68 -4.65 -6.61
H 2.65 -3.51 -4.12
H 1.20 -4.64 -4.20
F 0.66 -5.14 -1.83
C 1.21 -5.08 -0.57
F 0.26 -5.24 0.43
F 2.12 -6.09 -0.48
S 2.24 -3.50 -0.40
O 1.22 -2.65 0.32
O 3.50 -3.75 0.26
O 2.14 -2.97 -1.83

---

(2)
41
Properties=species:S:1:pos:R:3 method="wB97M-V/def2-TZVPD" e_tot_ev=-20947.3545 charge=0 smiles="CC(C)CCN1C[C@H](C(=O)NC(C)C)CC1=O" homo_lumo_gap_ev=9.71 e_lumo_ev=0.526
C -0.04 0.84 3.81
C 0.38 -0.31 2.90
C 0.21 -1.65 3.62
C 1.83 -0.10 2.44
C 2.31 -1.12 1.41
N 1.43 -1.22 0.26
C 1.31 -0.15 -0.68
C 0.21 -0.60 -1.66
C -0.99 0.36 -1.59
O -2.05 0.07 -1.08
N -0.73 1.56 -2.14
C -1.67 2.67 -2.13
C -1.13 3.81 -1.28
C -1.95 3.12 -3.56
C -0.18 -2.01 -1.21
C 0.66 -2.30 0.02
O 0.66 -3.32 0.67
H 0.58 0.85 4.71
H -1.07 0.72 4.12
H 0.07 1.80 3.31
H -0.27 -0.30 2.02
H -0.80 -1.73 4.00
H 0.90 -1.73 4.45
H 0.37 -2.48 2.94
H 2.49 -0.16 3.30
H 1.93 0.91 2.02
H 2.34 -2.12 1.85
H 3.32 -0.86 1.07
H 1.03 0.78 -0.17
H 2.27 0.02 -1.19
H 0.58 -0.61 -2.69
H 0.18 1.74 -2.55
H -2.58 2.27 -1.68
H -1.85 4.63 -1.24
H -0.93 3.47 -0.27
H -0.20 4.20 -1.70
H -2.70 3.91 -3.56
H -2.33 2.29 -4.15
H -1.04 3.50 -4.03
H -1.24 -2.03 -0.92
H -0.02 -2.77 -1.96

---

(3)
68
Properties=species:S:1:pos:R:3 method="wB97M-V/def2-TZVPD" e_tot_ev=-77075.8499 charge=-1 homo_lumo_gap_ev=5.74 e_lumo_ev=1.331
C -2.40 2.34 0.31
C -1.46 3.23 -0.02
C 0.01 2.96 -0.09
N 0.39 1.88 -1.03
I 2.35 1.41 -0.57
C 0.20 2.23 -2.44
C 0.88 1.21 -3.39
C 0.46 -0.26 -3.08
C 1.68 -1.21 -2.92
C 1.44 -2.60 -3.51
O 2.67 -3.08 -4.07
C 2.57 -4.45 -4.34
O -1.20 2.02 -2.67
C -1.74 2.79 -3.72
C -3.11 2.16 -4.05
O -3.74 1.73 -2.86
C -3.88 0.32 -2.82
C -4.17 -0.14 -1.39
C 0.70 3.65 -2.85
O 1.65 3.73 -3.68
O 0.11 4.65 -2.36
H -3.39 2.49 -0.10
H -2.17 1.51 0.96
H -1.78 4.23 -0.29
H 0.33 2.61 0.91
H 0.56 3.89 -0.23
H 1.95 1.34 -3.47
H 0.49 1.40 -4.39
H -0.17 -0.64 -3.88
H -0.13 -0.26 -2.16
H 1.85 -1.35 -1.86
H 2.59 -0.77 -3.32
H 0.66 -2.62 -4.28
H 1.18 -3.31 -2.71
H 2.46 -5.03 -3.41
H 1.70 -4.66 -4.97
H 3.48 -4.79 -4.82
H -1.93 3.81 -3.40
H -1.15 2.77 -4.64
H -2.97 1.32 -4.75
H -3.74 2.88 -4.57
H -4.75 0.06 -3.43
H -2.98 -0.19 -3.15
H -4.79 0.59 -0.86
H -4.74 -1.07 -1.48
H -3.27 -0.34 -0.82
C 1.62 -1.68 2.59
C 0.87 -2.59 3.54
O -0.51 -2.39 3.21
S -0.65 -2.09 1.64
O -0.98 -3.29 0.96
O -1.41 -0.91 1.48
O 0.90 -1.77 1.36
H 1.59 -0.64 2.93
H 2.65 -1.99 2.45
H 1.06 -2.34 4.58
H 1.12 -3.64 3.36
C 1.83 -1.02 9.04
C 2.37 0.35 8.69
O 2.64 0.27 7.28
S 1.57 -0.70 6.59
O 0.53 0.07 6.02
O 2.30 -1.67 5.84
O 1.02 -1.40 7.92
H 2.64 -1.75 9.14
H 1.24 -1.02 9.95
H 3.28 0.60 9.23
H 1.62 1.12 8.85

---

(4)
20
Properties=species:S:1:pos:R:3 method="wB97M-V/def2-TZVPD" e_tot_ev=-8366.3797 charge=+1 smiles="CCC/C(N)=C/[NH3+]" homo_lumo_gap_ev=10.27 e_lumo_ev=-3.464
C 0.15 1.21 1.84
C 0.20 1.75 0.50
C 1.12 0.75 -0.35
C 0.38 -0.49 -0.60
N 0.66 -1.57 0.14
C -0.81 -0.39 -1.32
N -1.58 -1.74 -1.32
H -0.55 1.78 2.54
H 0.00 0.19 1.78
H 1.20 1.06 2.02
H 0.61 2.83 0.41
H -0.88 1.93 -0.10
H 1.43 1.37 -1.30
H 1.99 0.55 0.22
H 1.60 -2.10 0.09
H 0.52 -1.30 1.10
H -0.80 0.22 -2.21
H -0.86 -2.31 -0.81
H -2.16 -1.90 -2.15
H -2.23 -1.83 -0.50

---

(5)
76
Properties=species:S:1:pos:R:3 method="wB97M-V/def2-TZVPD" e_tot_ev=-66683.2215 charge=0 homo_lumo_gap_ev=8.10 e_lumo_ev=-0.424
C 5.14 2.69 2.92
C 5.61 1.39 3.59
C 4.92 0.12 3.08
Cl 5.96 -1.32 3.53
C 4.61 0.00 1.61
C 5.60 0.15 0.56
C 7.05 0.46 0.91
O 7.81 0.96 -0.21
N 7.38 2.31 -0.49
O 8.29 3.03 -0.50
C 5.29 0.00 -0.75
C 3.96 -0.31 -1.12
N 3.48 -0.51 -2.34
S 1.91 -0.83 -2.17
N 1.77 -0.72 -0.59
C 2.97 -0.43 -0.10
C 3.30 -0.26 1.28
O 2.38 -0.33 2.27
C 1.48 -1.46 2.28
C 0.04 -1.04 2.61
C -0.94 -1.85 1.77
C -0.23 0.47 2.59
C -1.63 0.72 3.23
C -0.22 1.11 1.19
H 5.99 3.36 2.82
H 4.71 2.53 1.93
H 4.43 3.20 3.55
H 5.37 1.45 4.65
H 6.69 1.28 3.57
H 4.02 -0.03 3.65
H 7.15 1.17 1.71
H 7.55 -0.48 1.15
H 6.03 0.11 -1.52
H 1.83 -2.14 3.06
H 1.53 -2.00 1.34
H -0.12 -1.34 3.65
H -0.72 -1.79 0.70
H -1.97 -1.58 1.97
H -0.84 -2.90 2.05
H 0.48 1.02 3.20
H -2.34 0.86 2.41
H -1.64 1.64 3.81
H -1.98 -0.14 3.79
H -0.87 1.98 1.15
H -0.54 0.42 0.42
H 0.78 1.46 0.92
C -4.88 -3.42 3.60
C -4.27 -2.55 4.67
O -3.82 -1.46 4.41
C -4.24 -3.10 6.07
H -4.84 -2.91 2.65
H -4.34 -4.37 3.53
H -5.92 -3.64 3.85
H -3.67 -4.03 6.10
H -5.25 -3.30 6.42
H -3.77 -2.38 6.74
C -2.60 1.69 -5.20
C -2.13 0.78 -4.10
O -2.54 0.88 -2.96
C -1.11 -0.27 -4.47
H -3.33 2.40 -4.81
H -1.75 2.24 -5.62
H -3.07 1.10 -5.99
H -0.21 0.20 -4.86
H -1.53 -0.94 -5.23
H -0.86 -0.85 -3.58
C -7.18 2.08 -6.84
C -6.14 1.15 -7.43
O -5.00 1.15 -7.03
C -6.60 0.23 -8.53
H -6.73 2.68 -6.06
H -7.58 2.73 -7.62
H -8.00 1.50 -6.41
H -6.98 0.81 -9.37
H -7.40 -0.42 -8.17
H -5.76 -0.38 -8.86